# 1
{
  "formula": "C2H2N2O2",
  "method": "ωB97M-V with the def2-TZVPD basis set",
  "species": ["N", "C", "O", "C", "O", "N", "H", "H"],
  "coordinates": [[0.359, -0.590, -0.175], [-1.012, 0.034, -0.527], [0.786, -0.889, 1.128], [-0.457, 1.228, 0.054], [-1.757, -0.268, -1.405], [-0.486, 2.235, 0.674], [1.728, -0.643, 1.161], [0.838, -1.108, -0.910]],
  "forces_ev_per_a": [[-0.6, -1.1, -1.7], [4.1, -0.7, -0.2], [-0.4, -0.2, -0.3], [-4.0, 4.7, 2.2], [0.6, 0.0, 1.2], [1.1, -2.4, -1.5], [-0.5, 0.3, -0.1], [-0.4, -0.7, 0.3]],
  "lumo_ev": [-0.78, -0.78],
  "homo_lumo_gap_ev": [9.11, 9.11],
  "multiplicity": 1,
  "relative_energy_kcal_mol": 113.4,
  "homo_energy_ev": [-9.9, -9.9],
  "smiles": "N#CC(=O)NO"
}


# 2
{
  "formula": "C2H2N2O2",
  "method": "ωB97M-V with the def2-TZVPD basis set",
  "species": ["C", "C", "H", "H", "N", "N", "O", "O"],
  "coordinates": [[-0.399, -0.283, 0.034], [0.462, 0.983, 0.166], [-2.165, -0.980, 0.053], [0.311, 2.152, -0.142], [1.619, 0.491, -0.086], [0.312, -1.412, 0.038], [-1.720, -0.045, -0.058], [1.579, -0.906, -0.005]],
  "forces_ev_per_a": [[0.3, 1.7, 0.9], [-0.8, -0.9, -3.2], [0.8, 2.6, -0.4], [0.0, -3.3, 1.3], [1.5, -0.7, 1.3], [-2.1, 3.7, -0.1], [-0.9, -4.1, 0.7], [1.2, 1.0, -0.4]],
  "lumo_ev": 0.54,
  "homo_lumo_gap_ev": 10.63,
  "multiplicity": 1,
  "relative_energy_kcal_mol": 96.3,
  "homo_energy_ev": -10.1,
  "smiles": "Oc1cnon1"
}


# 3
{
  "formula": "C2H2N2O2",
  "method": "ωB97M-V with the def2-TZVPD basis set",
  "species": ["C", "C", "N", "N", "O", "O", "H", "H"],
  "coordinates": [[0.139, -0.752, 0.717], [0.375, 3.369, -0.636], [-0.051, -3.218, 0.287], [-0.328, -2.061, 0.503], [1.480, 3.225, -0.857], [-0.761, 3.488, -0.493], [-0.140, 0.000, -0.061], [-0.713, -4.050, 0.541]],
  "forces_ev_per_a": [[-2.3, -6.1, -0.9], [-1.6, 0.0, -0.2], [-0.1, -1.9, -0.1], [2.1, 6.5, 0.8], [2.6, -0.2, -0.2], [-1.0, 0.2, 0.4], [-0.3, -1.0, 0.3], [0.5, 2.5, -0.1]],
  "lumo_ev": 0.10,
  "homo_lumo_gap_ev": 9.49,
  "multiplicity": 1,
  "relative_energy_kcal_mol": 96.2,
  "homo_energy_ev": -9.4
}


# 4
{
  "formula": "C2H2N2O2S",
  "method": "ωB97M-V with the def2-TZVPD basis set",
  "species": ["C", "C", "H", "H", "N", "N", "O", "O", "S"],
  "coordinates": [[0.167, 0.961, -0.009], [1.186, -0.173, -0.033], [-1.826, 0.730, -0.483], [-1.176, -1.505, 0.800], [-1.062, 0.313, 0.055], [-0.928, -1.079, -0.105], [0.367, 2.136, -0.061], [0.490, -1.314, -0.146], [2.782, -0.069, -0.018]],
  "forces_ev_per_a": [[-0.1, -0.4, 0.1], [-0.3, 0.1, -0.1], [0.4, -0.3, 0.3], [0.1, 0.2, -0.4], [-0.1, 0.7, -0.3], [-0.3, -0.2, 0.3], [0.0, 0.1, 0.0], [0.3, -0.1, 0.0], [0.0, 0.0, 0.0]],
  "lumo_ev": -0.74,
  "homo_lumo_gap_ev": 8.64,
  "multiplicity": 1,
  "relative_energy_kcal_mol": 52.9,
  "homo_energy_ev": -9.4,
  "smiles": "O=c1[nH][nH]oc1=S"
}


# 5
{
  "formula": "C2H2N2O2S",
  "method": "ωB97M-V with the def2-TZVPD basis set",
  "species": ["C", "C", "N", "N", "O", "O", "S", "H", "H"],
  "coordinates": [[-1.318, 1.203, -0.057], [0.930, -0.340, -0.171], [-1.453, 2.328, -0.183], [1.416, 0.497, 0.639], [-0.958, -1.379, 1.167], [-1.400, -1.295, -1.225], [-0.866, -0.676, -0.068], [1.286, -1.082, -0.959], [2.362, 0.745, 0.859]],
  "forces_ev_per_a": [[0.0, -3.3, 0.4], [1.3, 0.2, 0.0], [-0.2, 1.1, -0.1], [-2.4, -1.3, -1.1], [-0.8, 0.7, 0.5], [-0.2, 0.5, -0.7], [1.2, 1.4, 0.8], [0.4, 1.0, 1.0], [0.7, -0.4, -0.7]],
  "lumo_ev": -0.60,
  "homo_lumo_gap_ev": 10.49,
  "multiplicity": 1,
  "relative_energy_kcal_mol": 75.1,
  "homo_energy_ev": -11.1,
  "smiles": "[H]/N=C/S(=O)(=O)C#N"
}


# 6
{
  "formula": "C2H2N2O2S",
  "method": "ωB97M-V with the def2-TZVPD basis set",
  "species": ["C", "C", "H", "H", "N", "N", "O", "O", "S"],
  "coordinates": [[0.841, -1.261, 0.076], [-1.107, -0.248, -0.119], [0.288, 2.502, -0.206], [1.596, -2.032, 0.365], [-0.019, 0.691, -0.337], [-0.446, -1.535, 0.175], [0.245, 1.841, 0.351], [1.248, 0.004, -0.270], [-2.645, 0.038, -0.034]],
  "forces_ev_per_a": [[-1.3, -0.8, 0.5], [3.7, -1.2, 1.7], [0.2, 5.1, -5.0], [-0.4, 1.1, -0.7], [0.8, 0.1, -1.4], [2.0, 2.6, -1.1], [-1.6, -5.4, 5.5], [-1.8, -2.3, 0.7], [-1.5, 0.7, -0.2]],
  "lumo_ev": -0.40,
  "homo_lumo_gap_ev": 8.88,
  "multiplicity": 1,
  "relative_energy_kcal_mol": 94.3,
  "homo_energy_ev": -9.3,
  "smiles": "On1ocnc1=S"
}


# 7
{
  "formula": "C2H2N2O2S",
  "method": "ωB97M-V with the def2-TZVPD basis set",
  "species": ["C", "C", "H", "H", "N", "N", "O", "O", "S"],
  "coordinates": [[1.480, 0.184, 1.253], [-0.331, 0.321, 0.085], [-0.549, -1.509, -1.486], [2.130, 0.704, 1.941], [0.693, -0.427, -0.469], [1.778, -0.519, 0.200], [0.566, -0.650, -1.780], [0.202, 0.603, 1.341], [-1.995, 0.298, -0.193]],
  "forces_ev_per_a": [[0.8, 0.2, 1.0], [-0.6, -2.0, 2.1], [3.0, 3.0, -2.0], [0.3, -0.9, 0.2], [-4.3, 2.8, -2.2], [2.2, 1.5, 2.1], [-3.6, -4.8, 1.2], [0.4, 0.4, -1.7], [1.8, -0.1, -0.6]],
  "lumo_ev": -0.66,
  "homo_lumo_gap_ev": 8.18,
  "multiplicity": 1,
  "relative_energy_kcal_mol": 120.1,
  "homo_energy_ev": -8.8
}


# 8
{
  "formula": "C2H2N2O3",
  "method": "ωB97M-V with the def2-TZVPD basis set",
  "species": ["C", "C", "N", "N", "O", "O", "O", "H", "H"],
  "coordinates": [[-1.111, -0.989, 0.079], [-0.569, 0.212, -0.451], [-1.367, -2.024, 0.521], [1.319, 0.007, -0.026], [1.919, -0.788, -0.651], [1.479, 0.709, 0.931], [-0.842, 1.326, 0.292], [-0.798, 0.288, -1.596], [-0.031, 1.259, 0.901]],
  "forces_ev_per_a": [[0.1, -2.0, 0.7], [0.5, 1.5, -1.6], [-0.1, 0.6, -0.2], [-5.1, 0.0, -1.7], [1.5, 0.0, 0.5], [1.8, -0.2, 0.4], [1.2, -1.0, -0.3], [1.0, 0.1, 2.1], [-0.9, 0.9, 0.1]],
  "lumo_ev": -0.65,
  "homo_lumo_gap_ev": 10.20,
  "multiplicity": 1,
  "relative_energy_kcal_mol": 109.7,
  "homo_energy_ev": -10.9
}


# 9
{
  "formula": "C2H2N2O3",
  "method": "ωB97M-V with the def2-TZVPD basis set",
  "species": ["C", "C", "N", "N", "O", "O", "O", "H", "H"],
  "coordinates": [[-0.466, -1.370, -2.045], [0.496, -0.991, -1.071], [-1.299, -1.581, -2.810], [0.375, -0.257, 1.919], [-0.231, -0.290, 2.965], [0.467, 0.976, 1.368], [1.208, -0.040, -1.087], [0.539, -1.627, -0.060], [1.290, 0.858, 0.814]],
  "forces_ev_per_a": [[-1.0, 0.1, -1.5], [0.7, -1.9, 4.3], [0.3, -0.1, 0.3], [-0.9, -1.0, 2.7], [1.1, 0.6, -2.7], [1.1, 0.4, 0.1], [0.6, 1.2, -1.1], [-0.5, 0.6, -2.2], [-1.3, 0.3, 0.1]],
  "lumo_ev": -1.22,
  "homo_lumo_gap_ev": 9.56,
  "multiplicity": 1,
  "relative_energy_kcal_mol": 98.4,
  "homo_energy_ev": -10.8,
  "smiles": "N#CC=O.O=NO"
}


# 10
{
  "formula": "C2H2N2O3",
  "method": "ωB97M-V with the def2-TZVPD basis set",
  "species": ["C", "C", "N", "N", "O", "O", "O", "H", "H"],
  "coordinates": [[-0.234, 0.469, -0.447], [-0.832, 0.930, 0.621], [0.497, -0.067, -1.278], [1.534, -0.931, -0.747], [2.088, -1.617, -1.542], [-1.995, 0.518, 1.160], [1.716, -0.856, 0.429], [-0.530, 1.912, 0.970], [-2.243, -0.357, 0.834]],
  "forces_ev_per_a": [[0.4, -0.6, 0.5], [-0.3, 0.9, -0.4], [-0.7, 0.7, -1.8], [-0.3, 0.0, 0.8], [0.3, -0.3, -0.7], [-0.2, -0.4, 0.2], [0.7, -0.3, 1.1], [0.1, -0.2, 0.2], [0.1, 0.1, 0.0]],
  "lumo_ev": -0.68,
  "homo_lumo_gap_ev": 8.96,
  "multiplicity": 1,
  "relative_energy_kcal_mol": 127.5,
  "homo_energy_ev": -9.6,
  "smiles": "O=[N+]([O-])N=C=CO"
}


# 11
{
  "formula": "C2H2N2O4",
  "method": "ωB97M-V with the def2-TZVPD basis set",
  "species": ["C", "C", "N", "N", "O", "O", "O", "O", "H", "H"],
  "coordinates": [[-0.693, 1.262, 0.458], [-2.008, 0.658, -0.164], [0.005, -1.016, -0.146], [-1.041, -1.546, 0.147], [-0.543, 1.155, 1.652], [-2.867, 1.425, -0.469], [-2.205, -0.649, -0.105], [-1.417, -2.583, 0.597], [-0.276, 1.846, -0.339], [0.802, -1.638, 0.033]],
  "forces_ev_per_a": [[-2.5, -1.4, 0.7], [1.4, 1.3, 1.4], [2.2, 0.4, -0.9], [-2.3, 0.1, 0.7], [0.7, 0.7, -1.3], [-0.3, -0.2, -0.5], [-0.6, -1.8, -0.3], [0.4, -0.2, -0.1], [1.5, 1.0, 0.2], [-0.4, 0.0, 0.1]],
  "lumo_ev": -0.15,
  "homo_lumo_gap_ev": 10.10,
  "multiplicity": 1,
  "relative_energy_kcal_mol": 86.7,
  "homo_energy_ev": -10.3,
  "smiles": "[H]/N=[N+](\\[O-])OC(=O)C=O"
}


# 12
{
  "formula": "C2H2N2O4S3",
  "method": "ωB97M-V with the def2-TZVPD basis set",
  "species": ["C", "C", "N", "N", "O", "O", "O", "O", "S", "S", "S", "H", "H"],
  "coordinates": [[2.129, 0.427, -0.264], [2.279, -0.760, 0.348], [0.853, 0.934, -0.373], [-0.082, 0.074, 0.027], [-1.981, -0.506, -1.565], [-1.702, -1.830, 0.486], [-2.494, 0.514, 0.677], [-1.195, 2.446, 0.838], [-2.626, -0.981, -0.383], [-1.475, 1.386, -0.080], [0.290, -1.404, 0.602], [2.932, 1.172, -0.703], [3.070, -1.472, 0.389]],
  "forces_ev_per_a": [[1.3, 2.0, -0.8], [-4.3, -1.0, -0.3], [-0.6, -2.6, 0.7], [3.2, 2.8, -0.7], [0.4, -0.1, -1.7], [-1.8, 0.6, -1.0], [-0.7, -0.6, -0.4], [0.5, 0.2, 0.1], [-1.1, -2.1, 2.1], [-0.9, 1.8, 0.6], [5.0, 0.8, 0.0], [-1.6, -1.9, 1.0], [0.5, 0.0, 0.3]],
  "lumo_ev": -1.38,
  "homo_lumo_gap_ev": 8.38,
  "multiplicity": 1,
  "relative_energy_kcal_mol": 48.9,
  "homo_energy_ev": -9.8
}


# 13
{
  "formula": "C2H2N2OS",
  "method": "ωB97M-V with the def2-TZVPD basis set",
  "species": ["C", "C", "N", "N", "O", "S", "H", "H"],
  "coordinates": [[-0.862, -1.320, -0.074], [-1.141, -0.049, -0.178], [0.624, -2.096, 3.467], [-0.444, -1.869, 3.470], [-1.584, -1.647, 3.516], [-0.454, -2.797, -0.011], [-0.389, 0.650, -0.391], [-2.081, 0.381, -0.029]],
  "forces_ev_per_a": [[-0.2, 1.2, -0.2], [0.3, -1.1, 0.2], [3.3, -0.6, -0.2], [-1.4, 0.2, 0.2], [-1.9, 0.4, -0.1], [0.1, -1.0, 0.1], [1.2, 0.7, -0.3], [-1.5, 0.2, 0.3]],
  "lumo_ev": -0.12,
  "homo_lumo_gap_ev": 8.64,
  "multiplicity": 1,
  "relative_energy_kcal_mol": 71.2,
  "homo_energy_ev": -8.8,
  "smiles": "N#[N+][O-].C=C=S"
}


# 14
{
  "formula": "C2H2N2OS",
  "method": "ωB97M-V with the def2-TZVPD basis set",
  "species": ["C", "C", "N", "N", "O", "S", "H", "H"],
  "coordinates": [[-2.321, -0.262, -0.229], [-0.084, -0.401, 0.587], [-3.268, 0.063, -0.778], [-1.312, -0.684, 0.443], [2.248, 0.209, -0.226], [0.950, 1.287, -0.367], [0.735, -0.796, 1.158], [3.052, 0.585, -0.588]],
  "forces_ev_per_a": [[0.0, 0.7, -0.4], [-2.3, 3.3, -2.5], [-1.3, 0.4, -0.8], [4.8, -1.1, 2.1], [0.1, 0.0, 0.0], [-1.4, -2.9, 1.4], [-0.1, -0.6, 0.3], [0.1, 0.3, -0.1]],
  "lumo_ev": -0.86,
  "homo_lumo_gap_ev": 8.27,
  "multiplicity": 1,
  "relative_energy_kcal_mol": 74.8,
  "homo_energy_ev": -9.1,
  "smiles": "N#C/N=C\\SO"
}


# 15
{
  "formula": "C2H2N2OS",
  "method": "ωB97M-V with the def2-TZVPD basis set",
  "species": ["C", "C", "H", "H", "N", "N", "O", "S"],
  "coordinates": [[-0.027, -0.307, 0.215], [0.794, 1.559, -0.818], [1.321, -0.553, -1.461], [1.416, 2.297, -1.320], [0.828, 0.097, -0.796], [0.094, 2.000, 0.207], [-0.387, 0.845, 0.874], [-0.669, -1.919, 0.221]],
  "forces_ev_per_a": [[-0.5, -1.0, -1.7], [-0.6, -1.7, 2.9], [-1.1, 1.1, 1.2], [-0.2, -0.7, -0.5], [0.3, 2.4, -0.4], [1.1, -1.5, -1.6], [0.0, -1.2, -0.7], [1.0, 2.6, 0.8]],
  "lumo_ev": 0.40,
  "homo_lumo_gap_ev": 9.25,
  "multiplicity": 1,
  "relative_energy_kcal_mol": 41.1,
  "homo_energy_ev": -8.8,
  "smiles": "S=c1[nH]cno1"
}


# 16
{
  "formula": "C2H2N2OS",
  "method": "ωB97M-V with the def2-TZVPD basis set",
  "species": ["C", "C", "H", "H", "N", "N", "O", "S"],
  "coordinates": [[0.295, -0.197, -0.396], [1.069, 0.835, -1.000], [-0.934, -1.485, 0.927], [-0.590, 1.225, 0.801], [-0.469, 0.269, 0.583], [1.698, 1.717, -1.379], [-1.272, -0.608, 1.263], [0.203, -1.757, -0.798]],
  "forces_ev_per_a": [[-0.9, 0.6, 0.5], [0.6, 0.5, -0.3], [-0.2, 0.2, 0.0], [-0.2, 0.8, 0.4], [-0.1, -1.1, 0.2], [0.0, -0.1, -0.1], [0.2, 0.4, 0.1], [0.6, -1.5, -0.8]],
  "lumo_ev": -0.66,
  "homo_lumo_gap_ev": 9.08,
  "multiplicity": 1,
  "relative_energy_kcal_mol": 49.1,
  "homo_energy_ev": -9.7,
  "smiles": "N#CC(=S)NO"
}


# 17
{
  "formula": "C2H2N2OS",
  "method": "ωB97M-V with the def2-TZVPD basis set",
  "species": ["C", "C", "N", "N", "O", "S", "H", "H"],
  "coordinates": [[-0.313, -0.708, -0.775], [0.478, -0.481, 1.653], [-0.456, 0.405, -1.144], [-0.766, 1.599, -1.030], [0.725, 0.645, 1.692], [0.306, -2.010, 1.742], [-0.042, -1.626, -1.082], [0.069, 2.177, -1.057]],
  "forces_ev_per_a": [[-0.5, 2.5, -0.5], [0.7, 1.1, 0.5], [0.0, -0.1, 1.9], [-0.4, 0.6, -1.0], [-0.3, 0.0, -0.2], [-0.2, -1.5, 0.6], [0.5, -2.7, -1.2], [0.1, 0.0, 0.0]],
  "lumo_ev": [0.49, 0.49],
  "homo_lumo_gap_ev": [9.12, 9.12],
  "multiplicity": 1,
  "relative_energy_kcal_mol": 69.8,
  "homo_energy_ev": [-8.6, -8.6]
}


# 18
{
  "formula": "C2H2N2OS2",
  "method": "ωB97M-V with the def2-TZVPD basis set",
  "species": ["C", "C", "N", "N", "O", "S", "S", "H", "H"],
  "coordinates": [[1.612, 0.934, -0.064], [-1.003, -0.432, 0.132], [1.472, -0.315, 0.309], [0.208, -0.890, 0.388], [-3.280, -0.131, -0.799], [0.486, 2.084, -0.114], [-2.618, -0.437, 0.443], [2.662, 1.157, -0.524], [0.461, -1.969, 0.230]],
  "forces_ev_per_a": [[1.6, 0.4, -1.1], [1.2, -0.2, 1.5], [-0.3, -2.0, 0.1], [0.8, -1.3, -1.5], [-1.6, 0.4, -1.1], [-1.5, 0.7, -0.2], [2.8, -0.3, 0.1], [-1.7, -0.6, 1.3], [-1.4, 2.9, 0.8]],
  "lumo_ev": [-1.70, -1.70],
  "homo_lumo_gap_ev": [6.85, 6.85],
  "multiplicity": 1,
  "relative_energy_kcal_mol": 105.1,
  "homo_energy_ev": [-8.5, -8.5]
}


# 19
{
  "formula": "C2H2N2S",
  "method": "ωB97M-V with the def2-TZVPD basis set",
  "species": ["C", "C", "N", "N", "S", "H", "H"],
  "coordinates": [[1.641, -0.184, 0.221], [-0.834, 0.509, 0.241], [2.599, 0.445, 0.049], [0.459, -0.750, 0.318], [-2.311, -0.038, -0.096], [-0.289, 1.505, 0.347], [0.315, -1.550, -0.316]],
  "forces_ev_per_a": [[1.0, 1.0, -0.9], [1.6, -2.9, -0.8], [0.0, -0.3, 0.4], [-3.3, 1.8, 0.1], [1.9, 1.2, 0.6], [-0.9, -1.4, 0.1], [-0.3, 0.7, 0.5]],
  "lumo_ev": -1.35,
  "homo_lumo_gap_ev": 8.46,
  "multiplicity": 1,
  "relative_energy_kcal_mol": 53.2,
  "homo_energy_ev": -9.8,
  "smiles": "N#CNC=S"
}


# 20
{
  "formula": "C2H2N2S3",
  "method": "ωB97M-V with the def2-TZVPD basis set",
  "species": ["C", "C", "N", "N", "S", "S", "S", "H", "H"],
  "coordinates": [[-1.534, -2.270, -0.495], [0.580, 1.645, 0.512], [1.250, 0.004, -1.200], [0.982, 0.491, -0.244], [-0.657, -3.430, -0.969], [-2.365, -1.090, 0.000], [0.593, 0.155, 1.537], [1.526, 2.187, 0.580], [-0.376, 2.307, 0.279]],
  "forces_ev_per_a": [[0.2, -0.1, 0.0], [-0.2, 1.2, -0.6], [1.4, -2.4, -4.3], [-2.1, 2.9, 1.9], [0.6, -0.8, -0.4], [-0.9, 0.9, 0.3], [-0.4, -0.5, 2.4], [-0.6, 0.6, 0.4], [2.0, -1.9, 0.2]],
  "lumo_ev": 0.11,
  "homo_lumo_gap_ev": 8.51,
  "multiplicity": 1,
  "relative_energy_kcal_mol": 89.8,
  "homo_energy_ev": -8.4
}